(1)
Entry from the OMol25 dataset: BF4H24O12 as an isolated structure in a non-equilibrium geometry (ωB97M-V with the def2-TZVPD basis set).

* M: 302.98 u
* LUMO: 2.601 eV
* gap between HOMO and LUMO: 8.5381 eV

```
! wB97M-V def2-TZVPD RIJCOSX def2/J DEFGRID3
* xyz -1 1
B 0.037 0.035 -0.241
F 0.619 1.148 -0.784
F -1.269 0.364 0.153
F 0.079 -1.070 -1.009
F 0.731 -0.278 0.926
O 1.595 3.007 0.236
H 1.397 2.075 0.156
H 2.144 3.070 1.018
O 1.567 -1.632 2.228
H 1.402 -1.584 1.287
H 2.248 -2.299 2.319
O -1.966 1.353 -1.541
H -1.317 0.997 -0.934
H -1.585 1.216 -2.408
O 2.306 0.949 1.259
H 1.415 0.707 1.007
H 2.866 0.474 0.646
O 1.597 -2.143 -1.475
H 1.007 -1.396 -1.372
H 1.248 -2.808 -0.881
O 1.292 0.125 -2.403
H 1.781 0.872 -2.748
H 0.823 0.474 -1.645
O -3.453 -0.981 0.119
H -3.105 -0.102 -0.034
H -2.690 -1.500 0.373
O 0.267 1.384 2.355
H -0.242 1.398 1.545
H 0.447 0.456 2.509
O 3.067 -0.900 -0.104
H 2.821 -0.660 -0.997
H 2.403 -1.535 0.165
O -2.084 -0.060 2.000
H -1.936 -0.136 1.057
H -1.221 0.135 2.364
O -3.463 1.210 0.060
H -2.896 1.218 -0.711
H -2.988 1.725 0.712
O -1.800 -2.008 -1.468
H -0.946 -1.576 -1.445
H -2.192 -1.722 -2.293
*
```



(2)
Entry from the OMol25 dataset: a 32-piece molecular cluster, BF4H62O31 overall in a non-equilibrium geometry (ωB97M-V with the def2-TZVPD basis set).

* M: 645.27 u
* LUMO: 1.351 eV
* gap between HOMO and LUMO: 8.7183 eV

```
! wB97M-V def2-TZVPD RIJCOSX def2/J DEFGRID3
* xyz -1 1
B -0.049 -0.014 -0.292
F 0.519 -0.514 0.897
F 0.855 0.540 -1.144
F -0.780 -0.942 -1.011
F -0.893 0.983 0.052
O -4.350 1.002 2.762
H -4.392 1.652 2.060
H -5.222 0.607 2.776
O 3.565 1.541 -3.652
H 4.513 1.518 -3.519
H 3.217 0.931 -3.002
O 2.191 -4.593 -2.269
H 1.724 -3.762 -2.182
H 1.952 -4.913 -3.139
O 1.588 3.869 -2.801
H 1.053 3.297 -3.351
H 2.360 4.060 -3.333
O 4.990 -0.695 0.561
H 4.979 -0.067 -0.161
H 4.508 -0.261 1.265
O 0.715 -1.678 3.165
H 0.498 -1.360 2.289
H 1.586 -1.322 3.341
O -4.404 2.995 0.501
H -4.977 2.510 -0.093
H -4.111 3.749 -0.010
O 3.149 0.031 3.173
H 2.943 0.456 2.340
H 3.754 0.633 3.606
O -1.274 -1.898 5.464
H -0.934 -1.730 4.586
H -0.496 -2.074 5.993
O 1.160 -4.389 0.557
H 1.487 -4.674 -0.296
H 1.869 -3.859 0.922
O -3.444 0.221 5.010
H -3.669 0.507 4.125
H -2.604 -0.228 4.911
O -2.412 2.765 3.920
H -2.883 2.251 3.263
H -3.070 2.963 4.586
O 1.003 1.922 -4.684
H 1.833 1.613 -4.322
H 0.436 1.151 -4.677
O -4.744 -1.870 1.337
H -4.116 -1.201 1.610
H -4.382 -2.220 0.523
O 0.957 5.559 2.191
H 0.308 5.558 2.894
H 0.711 4.820 1.635
O 0.464 3.425 0.570
H 0.008 2.588 0.484
H 0.458 3.793 -0.314
O 1.135 -4.302 4.011
H 1.732 -4.113 4.735
H 0.881 -3.441 3.679
O 3.382 -0.649 -1.754
H 2.723 -1.216 -2.154
H 2.980 -0.352 -0.938
O 3.407 3.319 -0.860
H 3.084 3.964 -0.230
H 2.822 3.406 -1.613
O -0.844 -5.883 1.732
H -0.661 -5.106 1.203
H -0.151 -5.893 2.392
O -2.094 -1.200 1.885
H -1.397 -1.855 1.916
H -1.661 -0.402 1.585
O -1.604 3.105 -2.922
H -2.149 2.324 -2.828
H -1.744 3.389 -3.825
O 1.256 -2.004 -2.678
H 0.624 -1.668 -2.042
H 0.901 -1.748 -3.529
O 2.773 1.191 0.903
H 1.831 1.071 0.783
H 3.027 1.808 0.217
O -3.590 -2.915 -1.200
H -2.713 -2.570 -1.370
H -3.488 -3.865 -1.251
O 3.570 -2.957 0.888
H 4.070 -2.145 0.973
H 4.067 -3.480 0.258
O 5.480 -1.628 -3.114
H 5.166 -1.698 -4.016
H 4.705 -1.379 -2.609
O -0.497 -0.215 -4.209
H -0.770 0.013 -3.321
H -1.317 -0.352 -4.684
O -2.945 0.691 -2.211
H -3.766 0.392 -1.819
H -2.304 0.627 -1.504
O -5.334 -0.491 -1.721
H -5.397 -0.334 -2.663
H -4.885 -1.333 -1.648
O -2.946 4.887 -0.820
H -3.176 5.487 -1.529
H -2.327 4.273 -1.216
*
```



(3)
Entry from the OMol25 dataset: BF4Tl as an isolated structure in a non-equilibrium geometry (ωB97M-V with the def2-TZVPD basis set).

* M: 291.19 u
* LUMO: -19.404 eV
* gap between HOMO and LUMO: 4.3887 eV

```
! wB97M-V def2-TZVPD RIJCOSX def2/J DEFGRID3
* xyz 2 1
Tl -0.096 -0.798 -2.017
B 0.006 0.142 0.428
F 0.580 -1.001 -0.011
F -1.250 -0.085 0.765
F 0.716 0.720 1.477
F 0.044 1.022 -0.643
*
```



(4)
Entry from the OMol25 dataset: a 8-piece molecular cluster, BH18O7 overall in a non-equilibrium geometry (ωB97M-V with the def2-TZVPD basis set).

* M: 140.95 u
* LUMO: 3.099 eV
* gap between HOMO and LUMO: 9.5152 eV

```
! wB97M-V def2-TZVPD RIJCOSX def2/J DEFGRID3
* xyz -1 1
B 0.205 0.718 -0.417
H 0.039 1.589 -1.376
H 0.797 1.324 0.561
H -0.949 0.377 -0.037
H 0.789 -0.245 -0.813
O -1.343 -2.662 0.266
H -2.289 -2.944 -0.013
H -0.981 -1.963 -0.153
O -1.833 -0.831 2.467
H -1.310 -0.424 1.761
H -1.156 -1.555 2.606
O -2.271 0.294 -2.716
H -1.887 0.762 -1.939
H -1.566 -0.231 -3.143
O 2.086 -1.173 1.759
H 2.218 -1.840 2.533
H 1.457 -0.367 1.707
O -2.735 2.945 0.549
H -1.950 2.470 0.337
H -2.661 3.800 0.326
O 2.848 -2.335 -0.687
H 2.768 -2.182 -1.542
H 2.063 -1.810 -0.318
O 2.495 2.454 -0.367
H 3.151 2.188 -1.149
H 2.019 1.633 -0.209
*
```



(5)
Entry from the OMol25 dataset: a 10-piece molecular cluster, BH22O9 overall in a non-equilibrium geometry (ωB97M-V with the def2-TZVPD basis set).

* M: 176.98 u
* LUMO: 2.789 eV
* gap between HOMO and LUMO: 9.4464 eV

```
! wB97M-V def2-TZVPD RIJCOSX def2/J DEFGRID3
* xyz -1 1
B -0.165 0.257 -1.253
H -0.429 -0.160 -0.075
H 1.053 0.336 -1.322
H -0.543 -0.537 -2.057
H -0.703 1.363 -1.339
O 3.757 0.072 0.582
H 3.388 0.788 0.099
H 4.076 -0.575 0.038
O -0.058 -3.227 0.417
H -0.826 -3.067 -0.136
H -0.206 -3.981 1.007
O -3.079 -1.086 -1.303
H -2.195 -0.875 -1.601
H -2.968 -1.066 -0.349
O 0.853 2.083 1.420
H -0.040 2.175 1.735
H 0.864 1.667 0.520
O -2.794 3.086 -0.705
H -3.707 2.788 -0.892
H -2.149 2.357 -0.693
O 1.080 3.911 -1.247
H 0.541 3.139 -1.373
H 0.741 4.381 -0.541
O 2.282 -2.260 -0.598
H 1.441 -2.330 -0.121
H 2.038 -1.677 -1.276
O 1.354 -1.219 1.954
H 0.726 -1.913 1.819
H 1.648 -1.029 1.074
O -2.190 -1.429 1.990
H -1.528 -1.051 1.407
H -2.258 -0.931 2.828
*
```



(6)
Entry from the OMol25 dataset: BH24O14SZn as an isolated structure in a non-equilibrium geometry (ωB97M-V with the def2-TZVPD basis set).

* M: 356.45 u
* LUMO: -1.929 eV
* gap between HOMO and LUMO: 2.8602 eV

```
! wB97M-V def2-TZVPD RIJCOSX def2/J DEFGRID3
* xyz -1 1
Zn 0.045 -0.661 1.806
S 1.414 -2.682 3.125
O 0.771 -3.157 4.224
O 2.688 -3.317 2.956
O 0.572 -3.036 1.946
O 1.730 -1.140 3.253
B -1.498 0.456 3.313
H -0.207 1.662 -6.666
H -0.091 2.882 -2.442
H -2.263 -0.023 4.520
H -3.193 2.379 1.241
O -0.496 0.995 -4.093
H -0.193 0.380 -4.800
H -0.252 1.866 -4.450
O -0.376 2.561 -0.359
H -0.106 3.328 0.167
H -1.055 2.060 0.083
O 2.179 0.596 1.439
H 2.079 1.043 2.264
H 2.306 -0.302 1.788
O -2.064 -3.568 2.514
H -1.093 -3.674 2.571
H -2.359 -3.414 3.385
O 1.458 -0.640 -3.791
H 1.902 0.070 -3.301
H 1.466 -1.270 -3.042
O -1.952 -1.143 0.888
H -1.870 -2.049 0.505
H -2.438 -1.203 1.688
O 0.686 -0.714 -0.279
H 1.456 -1.332 -0.158
H 1.274 -0.030 -0.484
O -0.855 4.361 4.099
H -1.501 3.646 3.933
H -0.250 3.860 4.675
O -0.859 -0.965 -5.985
H -0.158 -1.391 -5.516
H -1.644 -1.088 -5.472
O 1.925 1.324 -1.854
H 1.314 1.500 -2.589
H 1.506 1.830 -1.105
*
```